Record 1
ORCA calculation (the ωB97M-V functional and the def2-TZVPD basis) on 2 unconnected molecules or ions with the total composition C11H15BrN4O6S.

Each line ends with the Mulliken charge.
Cartesian coordinates (Å):
O 1.6168 -3.9950 3.7269  -0.545
C 0.4742 -3.7840 3.3478  0.277
O -0.4064 -4.7795 3.0856  -0.408
C 0.0626 -2.3570 3.2589  0.521
N 0.6821 -1.4304 4.1154  -0.092
C 0.3859 -0.0970 4.1074  0.240
O 0.9547 0.6532 4.8697  -0.643
N -0.5572 0.3966 3.2682  -0.020
C -1.1332 -0.4204 2.3431  0.418
O -1.8046 0.1250 1.4799  -0.685
C -0.8800 -1.8615 2.3607  0.090
Br -1.8149 -2.9683 1.1010  -0.060
H 0.0869 -5.6057 3.2035  0.347
H 1.4738 -1.7184 4.6857  0.248
H -0.6609 1.3965 3.1855  0.270
C 2.4968 3.1511 -2.6828  -0.930
N 1.3945 2.3682 -2.1281  -0.129
C 1.4483 1.0504 -1.8925  0.362
O 2.4652 0.4008 -2.1294  -0.722
C 0.1903 0.3661 -1.2938  0.427
C 0.0142 -1.1079 -1.6931  -0.891
S 1.2669 -2.1211 -0.8582  -0.168
N -1.0895 1.0631 -1.4944  -0.102
C -1.6055 1.4268 -2.6689  0.762
C -3.0081 1.9857 -2.6431  -1.282
O -1.0060 1.3291 -3.7288  -0.617
H 2.2084 4.1983 -2.7825  0.344
H 3.3694 3.0745 -2.0315  0.294
H 2.7617 2.7569 -3.6658  0.298
H 0.5070 2.8238 -1.9928  0.229
H 0.3657 0.3728 -0.2188  0.076
H 0.1108 -1.2080 -2.7766  0.430
H -0.9738 -1.4581 -1.3930  0.308
H 2.3132 -1.5253 -1.4591  0.143
H -1.6826 1.1480 -0.6797  0.212
H -3.6764 1.2630 -2.1779  0.340
H -3.0192 2.9174 -2.0817  0.316
H -3.3314 2.1703 -3.6670  0.344

Gap between HOMO and LUMO ... 7.489 eV
Spin multiplicity ... 1
DFT total energy ... -110775.459 eV
HOMO ... -8.685 eV

Record 2
ORCA calculation (the ωB97M-V functional and the def2-TZVPD basis) on a molecular structure, C11H15ClFeNO3PbS.

Each line ends with the Mulliken charge.
Cartesian coordinates (Å):
Fe -1.3315 1.1627 -0.7903  0.356
Cl -0.7500 2.3028 -2.4973  -0.587
C -2.6873 -0.2020 -1.1732  -0.993
H -2.3957 -1.1661 -0.7208  0.179
H -2.7505 -0.2924 -2.2666  0.253
H -3.6420 0.1563 -0.7477  0.274
Pb 1.3654 -1.9087 -4.1946  0.180
C 2.1279 0.1574 -4.7994  -1.041
C -0.8653 -1.5040 -4.4507  -0.981
C 2.0230 -2.2698 -2.2007  -0.902
H -1.4323 -2.3697 -4.0852  0.269
H -1.1488 -0.5961 -3.9049  0.038
H -1.0424 -1.3706 -5.5300  0.314
H 3.2060 0.2034 -4.5967  0.290
H 1.9331 0.2867 -5.8742  0.245
H 1.5840 0.9127 -4.2170  0.155
H 1.5256 -2.9845 -1.5135  0.238
H 2.8013 -1.6373 -1.7246  0.221
O -0.3213 -1.2975 0.8928  -0.597
C -0.2805 -0.2257 1.5124  0.278
N -0.5873 1.0048 0.9410  -0.002
S -0.3632 2.3959 1.9102  0.999
O 0.8050 3.1048 1.4622  -0.608
O -1.6196 3.0692 2.0902  -0.597
C 0.0089 1.3473 3.2889  0.216
C 0.2354 1.7753 4.5947  -0.531
C 0.5008 0.8020 5.5692  -0.396
C 0.5748 -0.5552 5.2109  -0.412
C 0.3706 -0.9581 3.8909  -0.532
C 0.0544 0.0122 2.9309  0.135
H 0.1859 2.8376 4.8291  0.376
H 0.6534 1.1015 6.6072  0.343
H 0.8009 -1.2971 5.9784  0.347
H 0.4611 -1.9977 3.5787  0.472

Gap between HOMO and LUMO (spin up / spin down) ... 3.318 / 3.717 eV
Spin multiplicity ... 6
Charge ... -2
DFT total energy ... -82271.959 eV
HOMO (spin up / spin down) ... 0.776 / 0.376 eV
Energy above the lowest of the compared OMol25 structures with the same formula, charge and spin ... 0.0 kJ/mol

Record 3
ORCA calculation (the ωB97M-V functional and the def2-TZVPD basis) on a molecular structure, C11H15ClI2N2OPSTi.

Each line ends with the Mulliken charge.
Cartesian coordinates (Å):
I 3.4483 1.8391 -0.8146  0.093
I 3.9810 -0.1297 0.8626  0.083
Ti -0.8101 -0.7853 -0.5994  0.669
P 1.3954 -1.2030 -2.2617  1.267
C 3.2434 -0.9848 -2.2749  -0.878
C 1.4809 -3.0032 -2.6072  -1.241
H 0.1254 -0.8803 -4.3520  0.357
H 1.7709 -1.3640 -4.7166  0.385
H 1.4220 0.2788 -4.2117  0.365
C 1.1597 -0.7614 -4.0331  -1.165
H 0.4976 -3.4450 -2.7477  0.386
H 2.0853 -3.2436 -3.4915  0.403
H 3.8492 -1.5082 -3.0455  0.340
H 3.6358 -1.2970 -1.3267  0.159
H 1.9306 -3.5282 -1.7677  0.392
H 3.4900 0.1067 -2.4206  0.181
C 1.8669 1.5353 1.4084  0.180
O 1.7116 2.1955 2.3063  -0.247
Cl -2.5374 -1.8042 -1.8445  -0.395
N -2.8583 1.1165 -1.0937  -0.430
C -2.7411 1.2697 0.2660  0.619
N -1.7343 0.5761 0.8062  -0.113
C -1.6713 0.7958 2.2153  0.152
C -0.6952 0.3280 3.0930  -0.566
C -0.7028 0.7821 4.4252  -0.690
C -1.8426 1.4483 4.9065  -0.503
C -2.8873 1.8402 4.0335  -0.450
C -2.7252 1.5934 2.6767  0.626
S -3.7560 2.1064 1.3443  -0.083
H -3.6198 1.7012 -1.4331  0.324
H -2.9465 0.1679 -1.4885  0.178
H 0.0559 -0.3770 2.7321  0.383
H 0.1333 0.6218 5.1074  0.415
H -1.9487 1.6914 5.9747  0.397
H -3.8068 2.3205 4.3725  0.409

Gap between HOMO and LUMO (spin up / spin down) ... 5.055 / 5.644 eV
Spin multiplicity ... 2
Charge ... +2
DFT total energy ... -88624.512 eV
HOMO (spin up / spin down) ... -14.805 / -14.807 eV

Record 4
ORCA calculation (the ωB97M-V functional and the def2-TZVPD basis) on a molecular structure, C11H15ClInNO2PbS2.

Each line ends with the Mulliken charge.
Cartesian coordinates (Å):
In -1.0410 -0.5708 -0.2889  0.840
Cl -1.7716 -2.7083 0.3557  -0.439
C 0.5929 -0.8945 -1.7270  -1.093
H 1.5587 -0.8844 -1.2016  0.236
H 0.5704 -0.1336 -2.5204  0.308
H 0.4015 -1.8924 -2.1518  0.330
Pb -4.5602 1.0802 -1.3464  0.894
C -4.7388 0.0974 0.7093  -0.930
C -4.5707 -0.8198 -2.6347  -1.115
C -2.4076 1.4188 -1.5944  -1.198
H -4.4712 -0.4994 -3.6838  0.330
H -3.7226 -1.4535 -2.3319  0.260
H -5.5308 -1.3313 -2.4685  0.338
H -4.8538 0.8945 1.4577  0.322
H -5.6319 -0.5420 0.6860  0.347
H -3.8442 -0.5059 0.9138  0.159
H -1.9700 1.2579 -2.5942  0.360
H -1.9518 2.2674 -1.0566  0.448
O 2.5055 -2.7304 1.6190  -0.582
S 2.3438 -1.5888 2.4923  1.113
O 2.6988 -1.7157 3.8877  -0.623
N 0.8645 -0.8781 2.2652  -0.395
C 0.9177 0.3631 1.7915  0.293
S -0.5510 1.1734 1.4342  -0.381
C 2.2738 0.7991 1.4261  0.539
C 2.6880 1.8631 0.6154  -0.561
C 4.0313 1.9256 0.2185  -0.586
C 4.9455 0.9350 0.6231  -0.403
C 4.5270 -0.1524 1.3957  -0.671
C 3.1879 -0.1961 1.7628  0.254
H 1.9524 2.6050 0.3091  0.433
H 4.3717 2.7539 -0.4090  0.378
H 5.9939 1.0106 0.3225  0.374
H 5.1918 -0.9476 1.7234  0.421

Gap between HOMO and LUMO (spin up / spin down) ... 6.110 / 6.107 eV
Spin multiplicity ... 1
DFT total energy ... -61845.269 eV
HOMO (spin up / spin down) ... -9.175 / -9.172 eV
Energy above the lowest of the compared OMol25 structures with the same formula, charge and spin ... 74.7 kJ/mol

Record 5
ORCA calculation (the ωB97M-V functional and the def2-TZVPD basis) on 2 unconnected molecules or ions with the total composition C11H15ClN3.

Each line ends with the Mulliken charge.
Cartesian coordinates (Å):
C 0.2461 0.0017 3.4628  -0.657
C 0.8240 0.6215 2.2127  -0.614
C -0.3595 -1.1840 3.0931  -0.210
C 0.1112 -0.1363 1.0966  -0.139
C 1.0563 -0.4953 -1.5869  -0.495
C -0.0388 -0.8910 -2.3121  -0.004
C -1.2267 -0.0147 -2.4053  0.565
C -1.0815 1.1553 -1.4462  -0.550
C 0.2607 1.7893 -1.2847  -0.747
C 1.3266 0.8363 -1.1666  0.739
C -1.3096 -2.1195 0.9949  -0.550
N -2.1735 -0.2567 -3.1725  -0.710
N -0.4629 -1.1881 1.7029  0.243
N 2.5257 1.2163 -0.7554  -0.287
Cl -0.0638 -2.5335 -2.8916  -0.077
H 0.6412 0.1731 4.5421  0.290
H 0.7555 1.7320 2.1796  0.303
H -0.6834 -1.9958 3.7557  0.363
H 1.9521 -1.1236 -1.3824  0.273
H -2.0034 1.7276 -1.5898  0.483
H -1.3058 0.7672 -0.4611  0.157
H 0.3305 2.6880 -1.9424  0.459
H 0.1715 2.2992 -0.3039  0.328
H -1.4342 -2.9715 1.7163  0.318
H -2.1739 -1.5248 0.5561  0.246
H -0.7971 -2.3600 0.0149  0.109
H -3.0005 0.4254 -3.2937  0.283
H 3.2904 0.6049 -1.0019  0.268
H 1.9097 0.5339 2.3146  0.316
H 2.7131 2.2231 -0.6457  0.297

Gap between HOMO and LUMO (spin up / spin down) ... 6.958 / 6.957 eV
Spin multiplicity ... 1
Charge ... +1
DFT total energy ... -28632.264 eV
HOMO (spin up / spin down) ... -11.785 / -11.784 eV
Energy above the lowest of the compared OMol25 structures with the same formula, charge and spin ... 378.9 kJ/mol

Record 6
ORCA calculation (the ωB97M-V functional and the def2-TZVPD basis) on a molecular structure, C11H15ClO.

Each line ends with the Mulliken charge.
Cartesian coordinates (Å):
C 3.6891 0.1687 -0.0906  -0.293
C 2.9493 0.1560 1.0233  -0.877
C 3.0620 -0.0070 -1.3219  -0.751
C 1.5905 0.2132 0.8933  -0.349
C 1.6512 -0.0606 -1.4379  -0.496
C 0.9157 0.2050 -0.3037  -0.349
C -2.8285 -0.5754 -0.0353  -1.317
C -0.9919 -2.1046 -0.8185  -1.512
C -0.9108 2.8011 0.9514  -0.682
C -1.2925 -0.9062 0.0451  0.512
C -0.5215 0.3063 -0.2995  0.731
O -1.1427 1.4339 1.0515  -0.190
Cl -1.1277 1.0702 -1.7556  -0.181
H 4.7865 0.2183 0.0275  0.334
H 3.4490 0.1311 1.9582  0.425
H 3.6699 -0.0558 -2.2235  0.349
H 1.2146 0.2952 1.8178  0.545
H 1.1403 -0.1356 -2.3173  0.646
H -3.3373 -0.6608 -1.0031  0.355
H -3.3998 -1.1635 0.7111  0.316
H -2.9140 0.5147 0.2221  0.329
H -1.1183 -3.0294 -0.2114  0.355
H -1.6154 -2.1243 -1.6666  0.341
H 0.0611 -2.1859 -1.0101  0.435
H 0.0758 3.0988 0.7003  0.332
H -1.0035 3.1549 1.9876  0.322
H -1.5687 3.3715 0.2029  0.280
H -1.2031 -0.9830 1.1092  0.391

Gap between HOMO and LUMO (spin up / spin down) ... 6.357 / 6.490 eV
Spin multiplicity ... 3
DFT total energy ... -26213.811 eV
HOMO (spin up / spin down) ... -5.620 / -9.049 eV

Record 7
ORCA calculation (the ωB97M-V functional and the def2-TZVPD basis) on a molecular structure, C11H15F5KN2O17S4.

Each line ends with the Mulliken charge.
Cartesian coordinates (Å):
K 14.6961 14.9746 -12.3084  1.139
N 13.7682 13.3226 -14.5479  -0.095
S 12.8288 14.0544 -15.5120  0.962
O 11.8637 13.3093 -16.2350  -0.596
O 13.3833 15.3228 -16.0161  -0.585
F 11.8970 14.5510 -14.2598  -0.263
S 14.8374 12.8947 -15.8407  1.090
O 15.9169 13.7692 -16.3133  -0.579
O 14.3635 11.9876 -16.8855  -0.623
F 15.6986 11.9263 -14.8587  -0.280
N 14.3265 13.0830 -10.3484  -0.031
S 15.7565 12.4944 -9.6678  1.034
O 15.7524 11.3428 -8.8260  -0.584
O 16.7822 13.4899 -9.4673  -0.573
F 16.2420 11.8474 -11.0288  -0.261
S 13.5538 12.9397 -9.0810  0.903
O 14.0651 13.5850 -7.9170  -0.598
O 12.8114 11.7381 -8.9406  -0.631
F 12.3058 13.9636 -9.4428  -0.303
C 8.7802 17.6168 -13.3726  -1.312
C 9.3436 17.7584 -11.9154  0.058
C 9.1911 16.4856 -11.0754  -0.381
O 10.5175 16.0201 -11.1861  -0.342
C 11.3856 16.8250 -11.6977  0.481
O 12.5263 16.5892 -11.9854  -0.328
O 10.7771 17.9865 -11.8537  -0.407
H 8.9489 18.6169 -13.7721  0.380
H 7.6995 17.5148 -13.2737  0.406
H 9.1773 16.7349 -13.8752  0.324
H 8.9292 18.6054 -11.3686  0.366
H 8.3425 15.9448 -11.4944  0.311
H 8.9692 16.6776 -10.0256  0.304
C 13.4850 21.1823 -10.6330  -1.527
C 13.5479 19.9735 -11.5582  1.125
C 14.3733 20.2173 -12.8621  -0.422
O 15.4702 19.3188 -12.6443  -0.333
C 15.3805 18.4672 -11.6436  0.688
O 16.0482 17.4681 -11.4658  -0.598
O 14.3140 18.9047 -10.8895  -0.347
H 12.8023 20.8268 -9.8613  0.366
H 13.1110 22.0610 -11.1585  0.397
H 14.4355 21.4321 -10.1615  0.343
H 12.5737 19.5944 -11.8670  -0.181
H 14.7184 21.2450 -12.9757  0.268
H 13.8395 19.8528 -13.7398  0.292
C 20.5254 16.2294 -12.2981  -0.394
C 20.6012 16.3317 -13.8164  0.349
O 19.3486 15.8704 -14.2744  -0.288
C 18.6051 15.3734 -13.1970  0.500
O 17.4853 14.9298 -13.2986  -0.429
O 19.3108 15.5538 -12.0712  -0.285
F 21.6277 15.4681 -14.0162  -0.306
H 20.5682 17.2587 -11.9420  0.219
H 21.4056 15.8634 -11.7696  0.290
H 20.9502 17.2856 -14.2118  0.292

Gap between HOMO and LUMO ... 8.741 eV
Spin multiplicity ... 1
Charge ... -1
DFT total energy ... -122691.628 eV
HOMO ... -7.049 eV
Energy above the lowest of the compared OMol25 structures with the same formula, charge and spin ... 377.9 kJ/mol

Record 8
ORCA calculation (the ωB97M-V functional and the def2-TZVPD basis) on 2 unconnected molecules or ions with the total composition C11H15F8IO4Si.

Each line ends with the Mulliken charge.
Cartesian coordinates (Å):
C 2.4702 1.1507 -0.4189  -0.673
Si 2.4461 2.0758 -2.0491  0.386
C 3.0344 3.8464 -1.8126  -1.137
C 3.6116 1.2733 -3.2983  -1.119
C 0.7163 2.1528 -2.8897  -0.057
O 0.3479 3.5097 -3.1868  -0.329
C -0.9996 3.6238 -3.0933  0.568
O -1.6085 4.6617 -3.0599  -0.531
O -1.5185 2.3661 -2.9969  -0.312
C -0.5269 1.6921 -2.1601  -0.510
I -0.9288 -0.3816 -2.4058  0.096
H 1.5493 0.6643 -0.1508  -0.103
H 3.2516 0.4117 -0.4099  0.369
H 2.7232 1.8580 0.3540  0.341
H 2.4113 4.3642 -1.1000  0.330
H 2.9477 4.3544 -2.7555  0.353
H 4.0613 3.8065 -1.4875  0.355
H 3.1287 0.4039 -3.7194  0.339
H 4.5425 1.0087 -2.8304  0.357
H 3.7800 1.9958 -4.0794  0.307
H 0.7632 1.5584 -3.7952  0.470
H -0.7035 2.0985 -1.1781  0.580
F -0.0346 -2.0627 1.9798  -0.260
C -0.8704 -1.2497 1.3077  0.373
F -0.3553 0.0040 1.3728  -0.229
C -2.2755 -1.2252 1.9134  0.977
F -2.2412 -0.7041 3.1579  -0.281
F -2.9683 -0.3476 1.1326  -0.302
C -3.1048 -2.5244 1.9104  -0.834
O -3.2070 -3.2893 3.1058  -0.390
C -2.3408 -4.3057 3.4411  0.815
F -1.4893 -4.6149 2.4469  -0.292
F -3.0959 -5.4034 3.6616  -0.301
C -1.6123 -4.0233 4.7587  0.200
F -0.8901 -2.8917 4.6810  -0.217
F -0.7712 -5.0493 5.0192  -0.252
H -0.9094 -1.5524 0.2557  -0.095
H -4.1253 -2.1780 1.7587  0.431
H -2.8738 -3.1492 1.0483  0.344
H -2.3344 -3.9283 5.5721  0.233

Gap between HOMO and LUMO ... 10.199 eV
Spin multiplicity ... 1
DFT total energy ... -57558.914 eV
HOMO ... -10.445 eV
Energy above the lowest of the compared OMol25 structures with the same formula, charge and spin ... 0.0 kJ/mol